A cluster of 11 separate species, C30H76N2O25S8 in total at a distorted geometry. Source: the OMol25 dataset; level of theory: ωB97M-V/def2-TZVPD.

```
141
Properties=species:S:1:pos:R:3:mulliken_charge:R:1
C 0.99676 3.87055 2.39021 0.088
C -0.05474 4.38382 3.36089 -0.858
O -1.18479 3.50553 3.31030 -0.045
S -2.64034 4.19704 3.24549 1.138
C -2.73463 5.05126 4.83514 -1.085
O -2.60500 5.13465 2.15958 -0.651
O -3.60267 3.13578 3.23981 -0.572
H 1.77383 4.61653 2.23462 0.629
H 0.56312 3.64091 1.41331 -0.284
H 1.38881 2.90442 2.71320 -0.468
H 0.34714 4.36547 4.37817 0.251
H -0.30014 5.41937 3.12220 0.692
H -3.73208 5.48909 4.81785 0.429
H -2.03568 5.88408 4.83273 0.384
H -2.59484 4.31700 5.61986 0.310
C -5.31340 1.47419 0.84382 -0.252
C -5.89597 0.22805 1.50000 -0.474
O -6.28872 -0.66275 0.43657 -0.356
S -5.85601 -2.21364 0.56824 1.282
C -4.08806 -2.05513 0.28213 -0.588
O -6.19763 -2.65500 1.89961 -0.678
O -6.40130 -2.90454 -0.56033 -0.615
H -4.48290 1.13766 0.22279 -0.154
H -4.95289 2.14126 1.62698 0.109
H -6.07226 2.00977 0.27714 0.363
H -5.20994 -0.21804 2.21823 0.295
H -6.81837 0.51221 2.01158 0.435
H -3.79011 -3.01131 -0.13785 0.595
H -3.53231 -1.85742 1.20035 0.277
H -3.83216 -1.19417 -0.33301 -0.308
C -5.47801 1.95196 -2.97484 -1.273
C -4.24086 2.19717 -3.82319 0.252
O -3.98943 0.97200 -4.51383 -0.352
S -2.84566 1.03000 -5.69331 1.287
C -1.41094 0.80037 -4.57846 -0.019
O -2.95122 -0.13051 -6.55248 -0.577
O -2.86064 2.36268 -6.25984 -0.686
H -5.52127 0.93200 -2.58807 0.174
H -6.36154 1.95040 -3.62347 0.369
H -5.63439 2.69291 -2.19521 0.413
H -4.39662 3.03574 -4.50026 0.484
H -3.41367 2.48022 -3.16370 -0.209
H -1.39363 1.64853 -3.89834 -0.232
H -0.55845 0.71034 -5.24465 0.581
H -1.52464 -0.07017 -3.93745 -0.292
C 8.63265 -2.33349 1.31799 -1.351
C 7.21081 -1.79152 1.23773 -0.006
O 6.52111 -2.66035 0.31170 -0.400
S 4.94523 -2.93487 0.58760 1.437
C 4.30495 -1.30795 0.34199 0.539
O 4.56931 -3.85982 -0.44553 -0.686
O 4.73996 -3.28116 1.98175 -0.681
H 8.67998 -3.34104 1.71795 0.335
H 9.31243 -1.57239 1.70055 0.382
H 8.96108 -2.40591 0.27644 0.324
H 6.67983 -1.61814 2.17470 0.299
H 7.22674 -0.80612 0.75761 0.216
H 3.22511 -1.40038 0.21562 -0.431
H 4.66570 -0.97409 -0.63103 0.433
H 4.59431 -0.65344 1.15655 -0.488
C -2.10452 -2.76417 -2.67446 -0.526
C -3.43911 -2.17772 -3.11819 0.221
O -3.40469 -2.05665 -4.54695 -0.316
S -4.59245 -2.67582 -5.44064 1.157
C -5.90157 -1.43109 -5.20279 -0.609
O -4.10203 -2.65034 -6.78299 -0.596
O -5.04629 -3.90879 -4.84270 -0.636
H -1.27813 -2.13122 -3.00964 -0.133
H -1.96727 -3.74348 -3.12959 0.498
H -1.99917 -2.77723 -1.59143 -0.345
H -4.26612 -2.76366 -2.71368 0.866
H -3.59732 -1.16544 -2.73747 -0.294
H -5.53744 -0.43772 -5.43590 0.046
H -6.17067 -1.49564 -4.14941 0.222
H -6.74958 -1.65250 -5.84607 0.488
C -0.60901 3.83182 -1.80065 -0.549
C 0.89779 3.97060 -1.81540 -0.546
O 1.41020 2.80003 -1.13619 -0.005
S 2.98236 2.82547 -0.72507 1.151
C 3.79879 2.63305 -2.33705 -1.323
O 3.26387 4.14312 -0.17906 -0.738
O 3.31387 1.61814 -0.00040 -0.214
H -0.95199 2.80032 -1.89270 -0.347
H -1.07277 4.40169 -2.60433 0.474
H -0.94777 4.16375 -0.81657 0.242
H 1.25684 3.91229 -2.84658 0.467
H 1.18574 4.88276 -1.29866 0.343
H 3.97919 3.57830 -2.84034 0.426
H 3.15399 2.06107 -3.00788 0.281
H 4.67041 2.04018 -2.07600 0.433
C 2.52572 -6.57166 0.96495 -1.486
C 1.95481 -5.16048 1.04393 0.693
O 0.54543 -5.28765 0.79001 -0.426
S -0.30883 -3.91411 0.85934 1.055
C -0.25661 -3.53391 2.65246 -0.672
O 0.41166 -2.85605 0.15879 -0.207
O -1.69414 -4.22226 0.62079 -0.622
H 2.19424 -7.08698 0.06620 0.380
H 2.29799 -7.11119 1.88267 0.377
H 3.61466 -6.50872 0.91564 0.348
H 2.23310 -4.80802 2.04043 0.194
H 2.35297 -4.48955 0.28705 -0.192
H 0.78115 -3.32147 2.90659 0.126
H -0.75521 -4.35244 3.15653 0.467
H -0.74407 -2.56438 2.76105 0.058
C 5.42357 2.64563 2.33620 -0.890
C 5.23297 1.56738 3.39497 -0.518
O 4.26962 0.59324 2.92494 -0.117
S 2.79695 0.59112 3.60686 1.066
C 3.13131 -0.61512 4.90484 -1.156
O 2.52007 1.86957 4.19519 -0.762
O 1.93616 0.01121 2.61969 -0.422
H 6.07947 3.42581 2.71952 0.463
H 4.51342 3.11209 1.95767 0.005
H 5.83254 2.13707 1.45937 0.214
H 6.18341 1.05533 3.52591 0.355
H 4.84918 2.00275 4.31698 0.513
H 2.22489 -0.73970 5.49756 0.376
H 4.00456 -0.39155 5.50962 0.355
H 3.28833 -1.58262 4.42582 0.309
C -0.03909 0.16084 0.49391 2.736
C -1.04015 0.24289 -0.57262 -0.953
N -1.82561 0.33125 -1.40554 -0.050
H 0.87064 -0.20039 0.01499 -1.010
H -0.36352 -0.54695 1.24536 -0.452
H 0.11883 1.15985 0.89387 -0.039
C -0.70165 0.79493 4.43655 -0.535
C -1.70368 0.32419 3.49327 0.305
N -2.48653 -0.03003 2.73551 -0.214
H -1.18996 1.24712 5.30064 0.434
H -0.10115 1.57688 3.97779 -0.102
H -0.16115 -0.09765 4.74900 0.176
C 2.46131 -2.23319 -2.85012 -1.260
C 1.85810 -0.88974 -2.53590 2.133
O 1.67839 -0.15078 -3.75183 -0.619
H 2.49336 -2.82519 -1.93164 0.062
H 3.45838 -2.13838 -3.27554 0.350
H 1.82085 -2.78761 -3.54143 0.546
H 2.54193 -0.30684 -1.90887 -0.709
H 0.91378 -0.88351 -1.97970 -0.900
H 1.24156 -0.74167 -4.37454 0.352
```

Results
E_tot, eV: -173187.703
Gap between HOMO and LUMO, eV: 9.875
Charge: 0


A cluster of 10 separate species, C30H77N3O10 in total at a distorted geometry. Source: the OMol25 dataset; level of theory: ωB97M-V/def2-TZVPD.

```
120
Properties=species:S:1:pos:R:3:mulliken_charge:R:1
C -0.29506 2.05051 -2.49009 -0.319
O -1.45848 1.39832 -3.11692 -0.491
H -0.65721 3.05377 -2.26560 0.322
H -0.05133 1.59299 -1.53125 0.020
H 0.53641 1.99410 -3.19263 0.193
H -2.23669 1.95953 -3.14912 0.275
C -0.81923 -0.75907 0.22656 -0.358
O -0.61722 0.05458 1.31857 -1.140
H -1.51476 -0.31257 -0.48405 0.101
H 0.15847 -0.83875 -0.24865 -0.211
H -1.15673 -1.61946 0.80443 0.511
H -0.28384 -0.46371 2.05467 0.260
C 1.16102 -4.38149 -0.08348 -0.475
O 2.30889 -4.84734 0.68800 -0.271
H 0.97305 -3.34552 0.19854 -0.132
H 1.31574 -4.55461 -1.14846 0.186
H 0.42273 -4.97452 0.45627 0.163
H 3.02630 -4.35350 0.28421 0.283
C 7.93379 0.88913 -1.01057 -1.495
C 6.98160 0.46865 0.12701 1.602
C 6.51384 1.69641 1.08191 -1.283
C 5.39389 2.53612 0.54018 -1.062
C 4.23039 1.63355 0.20093 -1.278
C 4.54399 0.33050 -0.67684 2.277
N 5.80548 -0.28870 -0.30234 0.082
O 5.99671 -1.50378 -0.95583 -0.399
C 3.30757 -0.65102 -0.44590 -2.112
C 4.55166 0.63889 -2.17711 -1.880
C 7.70406 -0.37177 1.15452 -1.917
H 8.62341 0.06821 -1.20711 0.406
H 8.62108 1.71822 -0.84227 0.310
H 7.36971 1.06512 -1.92650 0.288
H 6.15045 1.40786 2.06820 0.405
H 7.38538 2.33882 1.20771 0.585
H 5.60629 3.01116 -0.41759 0.354
H 5.17287 3.28548 1.30026 0.385
H 3.60346 2.25526 -0.43824 0.305
H 3.59277 1.52607 1.07841 0.453
H 2.40861 -0.22334 -0.88983 0.252
H 3.43925 -1.58470 -0.99270 0.431
H 3.13307 -0.80404 0.61910 0.424
H 4.84524 -0.21177 -2.79216 0.434
H 3.53256 0.89440 -2.46738 0.322
H 5.19997 1.39365 -2.62223 0.360
H 8.32000 0.33163 1.71483 0.426
H 8.25079 -1.24989 0.81086 0.344
H 7.06976 -0.80357 1.92868 0.449
H 6.44478 -1.28284 -1.77560 0.347
C -0.69600 -4.12328 -4.00392 -2.071
C -2.11841 -4.70270 -4.04621 1.889
C -2.25950 -5.69618 -2.88639 -1.391
C -2.49955 -5.01210 -1.52609 -0.120
C -3.68510 -4.09684 -1.57009 -0.996
C -3.67779 -3.07645 -2.68499 2.293
N -3.18651 -3.67929 -4.01834 0.148
O -3.15399 -2.81553 -5.03629 -0.457
C -5.14483 -2.60420 -2.81578 -1.952
C -2.76694 -1.82497 -2.29182 -1.730
C -2.21114 -5.48227 -5.35815 -2.049
H -0.54645 -3.46959 -4.86324 0.569
H 0.12893 -4.81778 -4.16284 0.476
H -0.46859 -3.40986 -3.21183 0.255
H -3.06961 -6.34227 -3.22464 0.355
H -1.30875 -6.22874 -2.86322 0.495
H -1.57675 -4.48511 -1.28355 -0.360
H -2.62122 -5.74230 -0.72602 0.580
H -3.50569 -3.50870 -0.67009 0.030
H -4.65510 -4.53970 -1.34409 0.395
H -5.72645 -3.39796 -3.28458 0.513
H -5.45462 -2.33051 -1.80719 0.333
H -5.05352 -1.67423 -3.37693 0.365
H -2.76412 -1.16170 -3.15678 0.481
H -3.25112 -1.29612 -1.47085 0.392
H -1.72040 -2.05267 -2.08937 -0.027
H -1.68510 -6.43647 -5.32857 0.390
H -1.70877 -5.00618 -6.20022 0.356
H -3.26355 -5.67157 -5.56958 0.492
H -2.29652 -2.42117 -4.86075 0.368
C -0.56002 5.98249 3.36253 -1.958
C -1.03035 4.76073 2.52452 1.821
C -0.61432 3.40391 3.26127 -1.187
C -1.68024 2.92750 4.32728 -0.962
C -3.10639 2.97054 3.85813 -0.678
C -3.55129 4.38192 3.27923 1.259
N -2.55714 4.77284 2.23926 0.722
O -2.85658 5.93407 1.56615 -0.574
C -4.92149 4.26623 2.47237 -1.867
C -3.71447 5.39222 4.36878 -1.730
C -0.36998 4.70276 1.11949 -2.167
H -0.51304 5.74974 4.42635 0.456
H -1.15303 6.88464 3.21225 0.331
H 0.48104 6.27443 3.22446 0.430
H -0.41355 2.53866 2.62951 0.332
H 0.26930 3.60687 3.86634 0.424
H -1.59919 3.58404 5.19358 0.380
H -1.45029 1.94045 4.72846 0.539
H -3.74869 2.60976 4.66150 0.533
H -3.16501 2.25985 3.03377 0.027
H -5.71054 3.70694 2.97507 0.406
H -5.30360 5.27567 2.32039 0.412
H -4.86838 3.80157 1.48780 0.292
H -4.27386 5.06072 5.24360 0.367
H -2.69831 5.64659 4.67011 0.358
H -4.19822 6.31235 4.04099 0.330
H -0.67916 3.84586 0.52098 0.429
H 0.69498 4.49060 1.21403 0.454
H -0.36260 5.70541 0.69200 0.420
H -3.17580 5.60845 0.72137 0.337
O -4.19651 -1.55872 1.32248 -0.669
H -3.43678 -2.04158 1.64788 0.288
H -4.83690 -2.23642 1.10604 0.267
O -1.52354 -3.48148 2.60778 -0.561
H -0.77803 -4.05713 2.77831 0.094
H -1.75121 -3.12314 3.46568 0.230
O -3.74741 1.28094 0.32955 -0.647
H -3.54670 0.48193 0.81694 0.250
H -3.11204 1.92220 0.64786 0.261
O 0.82053 -1.36331 2.93234 1.658
H 1.20984 -1.01412 3.73403 -0.389
H 1.13161 -2.26749 2.88855 -0.471
```

Results
2S+1: 2
E_tot, eV: -57296.116
Expectation value of S²: 0.75
Gap between HOMO and LUMO (spin up / spin down), eV: 2.215 / 8.130
Charge: -1


A cluster of 6 separate species, C30H77N5O11 in total at a distorted geometry. Source: the OMol25 dataset; level of theory: ωB97M-V/def2-TZVPD.

```
123
Properties=species:S:1:pos:R:3:mulliken_charge:R:1
C -0.87769 3.29204 -4.49092 -0.745
O -0.37694 2.01653 -4.15166 -0.429
C 0.70788 2.08372 -3.27047 -0.065
C 1.14067 0.68030 -2.92489 -0.231
N 2.09334 0.63859 -1.79216 -0.191
C 3.18707 1.59407 -1.93528 -0.091
C 4.14718 1.27429 -3.07790 -0.688
O 4.67586 -0.02121 -2.87262 -0.316
C 6.02163 -0.01708 -2.43405 -0.745
H -1.72005 3.11186 -5.15462 0.275
H -0.14293 3.87793 -5.05905 0.291
H -1.16708 3.83106 -3.58458 0.295
H 0.54276 2.71267 -2.38593 -0.060
H 1.53077 2.55052 -3.84133 0.284
H 1.57091 0.17632 -3.79963 0.313
H 0.26294 0.06982 -2.68327 0.205
H 2.59685 -0.24350 -1.87793 0.212
H 3.80777 1.59847 -1.03019 0.435
H 2.86222 2.63386 -1.93628 -0.418
H 4.90843 2.05872 -3.14747 0.338
H 3.61843 1.30516 -4.03705 0.310
H 6.69765 0.33142 -3.21558 0.298
H 6.26597 -1.05123 -2.18506 0.277
H 6.12832 0.52875 -1.49029 0.303
C -5.17905 -7.13814 2.26279 -0.692
O -5.15853 -5.75574 1.96275 -0.428
C -3.96463 -5.34563 1.36913 -0.550
C -2.73019 -5.26957 2.26525 0.120
N -1.52532 -5.41621 1.43602 -0.285
C -0.32705 -5.06398 2.16515 -1.267
C -0.09037 -3.55863 2.33887 0.282
O 1.21012 -3.19234 1.94988 -0.360
C 1.73555 -2.09303 2.66549 -0.731
H -4.94451 -7.69621 1.34596 0.303
H -6.16692 -7.47282 2.56687 0.271
H -4.44828 -7.35275 3.04308 0.273
H -4.10308 -4.37957 0.87140 0.064
H -3.70752 -6.01212 0.52544 0.418
H -2.81033 -6.10123 2.96690 0.292
H -2.66068 -4.30611 2.78596 0.147
H -1.64523 -4.80206 0.62979 0.257
H 0.52603 -5.49387 1.63240 0.414
H -0.29484 -5.51755 3.15855 0.384
H -0.31291 -3.18057 3.34728 0.599
H -0.84374 -3.02298 1.72893 -0.201
H 1.70298 -2.28055 3.74629 0.339
H 1.19973 -1.18888 2.36389 0.242
H 2.80154 -1.98503 2.46280 0.258
C -6.70447 5.42469 7.03648 -0.694
O -5.57699 4.78271 6.48770 -0.307
C -5.70392 4.54674 5.11043 -0.426
C -4.44458 3.84876 4.65903 -0.663
N -4.46770 3.46528 3.25894 -0.375
C -3.19465 2.92387 2.82496 -0.527
C -3.33043 2.07627 1.58295 0.005
O -4.08173 0.88671 1.79874 -0.460
C -3.30188 -0.20609 2.26799 -0.236
H -7.46695 4.70117 7.35509 0.257
H -7.11270 6.15264 6.33258 0.306
H -6.40932 5.91400 7.96638 0.247
H -5.87150 5.46920 4.53305 0.315
H -6.63526 3.98271 4.92535 0.321
H -4.20954 3.04513 5.37567 0.324
H -3.63537 4.57439 4.80987 0.268
H -5.16208 2.72651 3.18335 0.296
H -2.77670 2.31027 3.64973 0.225
H -2.42145 3.68910 2.70370 0.400
H -2.33756 1.80643 1.20982 -0.109
H -3.98239 2.60869 0.88745 0.391
H -3.99681 -1.00763 2.50272 0.304
H -2.67241 0.06851 3.11625 0.300
H -2.69124 -0.50574 1.40538 -0.072
C -1.78564 -8.91241 -3.72364 -0.732
O -1.82961 -7.49034 -3.75425 -0.311
C -0.62426 -6.93099 -3.33281 -0.560
C -0.77650 -5.43186 -3.14057 0.014
N 0.56226 -4.79003 -3.02081 -0.443
C 0.49629 -3.39353 -2.61901 -0.978
C 0.10928 -3.14045 -1.17723 -0.226
O -1.21455 -3.54265 -0.82473 0.044
C -2.18555 -2.55525 -1.07087 -0.761
H -2.79889 -9.26410 -3.89830 0.240
H -1.46336 -9.25031 -2.73494 0.326
H -1.10526 -9.25549 -4.50725 0.288
H 0.19486 -7.08024 -4.06418 0.304
H -0.24740 -7.35357 -2.39250 0.323
H -1.31596 -5.28448 -2.20904 -0.123
H -1.37420 -4.94087 -3.92106 0.307
H 0.84936 -4.81920 -3.99504 0.285
H -0.10432 -2.74931 -3.29143 0.449
H 1.50793 -2.99586 -2.76230 0.440
H 0.21756 -2.07943 -0.92846 -0.017
H 0.75014 -3.76444 -0.55117 0.416
H -2.13528 -2.15753 -2.09392 0.392
H -2.03671 -1.70364 -0.39522 -0.122
H -3.17322 -3.00253 -0.98379 0.242
C 9.16952 5.54748 -0.41320 -0.723
O 8.00468 5.88476 -1.13923 -0.312
C 6.82709 5.55913 -0.44738 -0.464
C 5.64465 5.58593 -1.40068 -0.271
N 4.41205 5.85435 -0.72198 -0.112
C 3.19425 5.60648 -1.47238 -0.581
C 1.98689 5.36336 -0.59542 -0.523
O 2.13385 4.19813 0.16675 -0.392
C 0.89138 3.79319 0.70691 -0.659
H 9.21743 4.47348 -0.20111 0.305
H 9.18825 6.07989 0.54540 0.300
H 10.01360 5.84438 -1.02909 0.251
H 6.60577 6.31782 0.32671 0.266
H 6.92311 4.62292 0.11685 0.313
H 5.58401 4.65462 -1.97315 0.022
H 5.92342 6.32582 -2.17539 0.237
H 4.39354 6.78566 -0.32870 0.258
H 3.34841 4.73661 -2.11362 0.175
H 2.95561 6.45337 -2.13683 0.364
H 1.12527 5.27544 -1.27663 0.372
H 1.80905 6.23343 0.05305 0.468
H 0.99705 3.15538 1.57987 0.265
H 0.34469 3.22433 -0.05716 0.104
H 0.24503 4.64234 0.96054 0.402
O 0.05865 0.52628 0.40499 -0.431
H 0.67842 0.37703 -0.32836 0.218
H -0.74969 0.07497 0.14558 0.248
```

Results
E_tot, eV: -62324.147
Gap between HOMO and LUMO, eV: 9.047
Charge: 0